No. 1
107
Properties=species:S:1:pos:R:3:forces:R:3 method="wB97M-V/def2-TZVPD" max_force_ev_per_a=0.5 charge=+2 total_energy_ev=-197986.8227 multiplicity=5
Pt -0.50116 0.04558 -0.41454 0.02 -0.21 -0.47
C 1.15706 3.54865 -0.71085 -0.04 0.01 -0.02
As -0.45458 2.46798 -0.70843 0.08 0.18 0.05
C -1.62921 3.49997 0.43512 -0.03 -0.06 -0.02
C -1.20080 2.69275 -2.48663 -0.07 -0.08 0.00
C -0.90349 3.81378 -3.25238 -0.03 0.03 -0.03
C -1.44876 3.95966 -4.52164 -0.01 -0.01 0.01
C -2.29738 2.98755 -5.02916 0.00 0.01 0.02
C -2.60049 1.86467 -4.27040 -0.02 0.02 -0.03
C -2.05710 1.70763 -3.00152 0.09 0.06 0.08
As -2.41607 0.13334 -1.93215 -0.04 -0.03 0.13
C -4.12928 0.44991 -1.09306 0.00 0.02 -0.07
C -2.75032 -1.29729 -3.18530 0.03 0.04 -0.01
H 1.83627 3.22158 -1.49705 -0.04 -0.01 0.00
H 1.63895 3.42886 0.25866 0.01 -0.01 -0.01
H 0.90692 4.59877 -0.85481 0.00 0.01 0.00
H -1.84942 4.46036 -0.02741 0.02 0.01 -0.01
H -1.13766 3.65530 1.39453 -0.01 -0.01 0.01
H -2.55177 2.94406 0.59420 0.04 0.04 -0.02
H -0.24712 4.58604 -2.87088 0.00 0.00 0.01
H -1.21294 4.83566 -5.11090 0.00 0.00 0.00
H -2.72724 3.10292 -6.01512 0.01 0.00 0.00
H -3.26383 1.11356 -4.68131 0.00 0.00 0.00
H -4.90757 0.51374 -1.85186 -0.01 -0.01 0.00
H -4.08838 1.38465 -0.53750 0.01 0.00 0.01
H -4.33731 -0.36649 -0.40449 0.01 -0.01 0.00
H -3.62920 -1.07820 -3.78908 0.00 -0.01 0.00
H -2.91017 -2.20989 -2.61585 -0.01 0.00 0.01
H -1.87801 -1.42813 -3.82173 0.00 0.00 -0.01
O -0.44915 -2.37911 -1.07138 0.11 0.10 0.17
C 0.36711 -3.15931 -0.59881 0.06 -0.03 0.04
C 1.59195 -2.83894 0.12340 -0.08 -0.01 -0.08
C 2.22904 -3.92630 0.73027 0.00 -0.05 0.01
C 3.35829 -3.73338 1.48111 -0.05 -0.03 0.02
C 3.91231 -2.46764 1.63530 0.01 0.04 0.00
C 3.31123 -1.39118 1.02407 0.07 0.01 0.05
C 2.13809 -1.53467 0.25840 -0.08 -0.03 -0.01
O 1.62013 -0.46002 -0.30586 0.23 -0.02 0.04
N 3.98546 -4.88609 2.14567 0.13 -0.08 -0.14
O 3.45120 -5.96583 2.00388 -0.04 0.04 0.05
O 5.00109 -4.67679 2.77274 -0.05 0.03 0.04
H 0.17843 -4.24096 -0.70157 -0.02 0.00 -0.02
H 1.82797 -4.92733 0.62808 0.01 0.00 0.00
H 4.80555 -2.35411 2.23394 0.00 0.01 0.00
H 3.72493 -0.39872 1.14402 -0.02 0.02 -0.02
C 7.41404 3.68896 -4.26267 0.00 0.00 -0.01
C 6.23373 2.82905 -3.94167 -0.03 -0.02 0.01
C 5.55426 2.13125 -4.94611 0.02 0.04 0.02
C 4.47306 1.32464 -4.66743 -0.04 -0.06 -0.03
C 3.79807 0.56815 -5.77918 0.01 0.02 -0.01
C 4.05178 1.21377 -3.31441 -0.01 -0.05 -0.08
Te 2.50522 -0.06540 -2.90766 0.02 0.02 0.03
C 4.71395 1.91861 -2.28056 -0.04 0.00 0.07
C 4.30709 1.83072 -0.83603 0.04 0.01 0.03
C 5.79064 2.70980 -2.62187 0.02 0.03 -0.03
H 7.63255 3.69645 -5.32776 0.00 0.00 0.00
H 8.29740 3.33064 -3.73068 0.00 0.00 0.00
H 7.23830 4.71552 -3.93616 0.00 -0.01 0.00
H 5.89025 2.22493 -5.97161 0.00 0.00 0.00
H 4.12547 0.93974 -6.74795 0.01 -0.01 0.01
H 2.71033 0.66850 -5.74818 0.01 0.01 0.01
H 4.04529 -0.49546 -5.73891 -0.01 0.00 0.01
H 3.37959 1.27664 -0.67676 0.01 0.00 0.01
H 4.17727 2.83141 -0.42017 0.02 -0.02 -0.01
H 5.09383 1.34208 -0.25783 -0.01 -0.02 0.00
H 6.31183 3.25334 -1.84157 -0.01 0.00 0.00
O -1.83264 -0.12871 1.25899 -0.38 0.00 0.07
P -1.69772 -0.23306 2.76992 -0.06 -0.03 0.27
N -0.43458 0.61607 3.37255 0.00 0.06 -0.09
C -0.51656 1.84399 4.16710 0.03 -0.06 0.02
C 0.84074 1.87445 4.86335 -0.02 0.02 0.03
C 1.81269 1.25414 3.84549 0.03 -0.01 -0.03
C 0.92954 0.46220 2.85798 -0.03 -0.04 0.15
N -1.49773 -1.78273 3.23555 0.38 0.00 -0.19
C -1.99002 -2.94681 2.48640 -0.05 0.02 0.08
C -0.90882 -4.03276 2.68801 -0.05 -0.02 0.01
C 0.12124 -3.42163 3.65042 0.03 0.03 0.03
C -0.63999 -2.27856 4.31700 -0.11 -0.02 0.06
N -3.04360 0.34406 3.48305 -0.10 -0.03 -0.10
C -3.83557 -0.42839 4.47069 0.03 0.08 0.00
C -5.05774 0.45699 4.70621 -0.01 0.02 0.02
C -5.23457 1.18518 3.37462 -0.01 -0.03 0.01
C -3.79604 1.50466 2.98401 -0.01 0.00 -0.08
H -1.35365 1.79535 4.85955 -0.01 0.02 0.00
H -0.65207 2.72481 3.52497 0.03 0.00 0.02
H 0.79448 1.26456 5.76561 0.00 -0.02 -0.01
H 1.12962 2.88044 5.16228 0.00 0.00 -0.01
H 2.53926 0.60819 4.33529 0.01 0.00 0.00
H 2.37569 2.02312 3.31538 -0.02 0.01 0.01
H 1.19530 -0.59598 2.81020 -0.01 0.00 0.00
H 1.01440 0.86680 1.84502 0.05 0.03 -0.05
H -2.15714 -2.68323 1.44341 0.03 0.01 -0.02
H -2.93976 -3.28382 2.91014 -0.04 0.01 -0.05
H -0.45255 -4.31530 1.74339 0.05 -0.04 -0.07
H -1.35139 -4.93745 3.10219 -0.01 0.03 0.03
H 0.97738 -3.02340 3.09792 -0.04 0.03 0.01
H 0.49997 -4.14262 4.37318 0.00 0.00 -0.01
H -0.01524 -1.48385 4.71776 0.03 0.00 -0.03
H -1.26167 -2.66409 5.13215 0.00 0.02 0.01
H -3.26713 -0.60034 5.38476 0.00 -0.01 0.00
H -4.12152 -1.39780 4.05738 -0.01 0.00 0.00
H -4.84950 1.17840 5.49885 0.00 0.00 -0.01
H -5.92853 -0.12284 5.00456 -0.01 0.00 -0.01
H -5.85804 2.07425 3.44574 0.01 0.01 0.02
H -5.67966 0.51657 2.63385 0.01 -0.01 0.01
H -3.45832 2.42839 3.46649 0.01 0.00 0.00
H -3.65859 1.60758 1.90435 -0.03 -0.03 0.11

---

No. 2
125
Properties=species:S:1:pos:R:3:forces:R:3 method="wB97M-V/def2-TZVPD" max_force_ev_per_a=6.5 charge=+1 total_energy_ev=-202511.9947 multiplicity=4
Co 1.36073 -1.50516 6.68951 -0.14 0.16 -0.53
As 0.99701 -0.98986 0.58174 -0.38 -0.48 1.34
F 2.60957 -0.57963 1.33846 -1.49 -0.44 -1.28
F 1.47862 -0.26374 -1.01140 -0.63 -0.97 2.17
F -0.66833 -1.37655 -0.00081 1.81 0.44 0.00
F 0.55621 -1.78276 2.10941 0.13 0.32 -0.15
F 0.33612 0.48628 1.34004 0.73 -0.68 -1.32
F 1.56529 -2.65781 0.17739 -0.07 1.68 -0.61
C 4.09799 -7.63620 -3.92384 -0.43 -0.58 -1.25
C 4.76495 -8.76056 -4.41191 -3.05 -0.30 -1.09
C 6.01665 -9.13575 -4.06510 4.82 1.02 2.90
C 6.76831 -8.25067 -3.19429 -3.02 -2.00 -2.75
C 6.17352 -7.00440 -2.90167 1.86 -0.92 0.36
C 4.82202 -6.74435 -3.25225 -0.72 1.39 1.09
N 8.03646 -8.70024 -2.72049 4.74 -1.79 1.88
O 8.63196 -7.99225 -1.86944 -1.99 -0.96 -2.03
O 8.53208 -9.81306 -3.10707 -2.41 3.36 0.52
H 3.07749 -7.54410 -4.26518 -0.13 0.52 0.45
H 4.16979 -9.39211 -5.05483 0.18 -0.30 -0.20
H 6.47288 -10.06338 -4.37778 0.02 -0.05 -0.08
H 6.82303 -6.29432 -2.41143 -0.22 0.36 0.22
H 4.33323 -5.85559 -2.88132 0.26 0.34 -0.01
C -7.17467 -3.25477 -3.44247 1.75 0.42 0.06
C -5.77211 -3.07786 -3.51279 0.70 -0.32 -0.37
C -4.86278 -4.14060 -3.56884 -0.68 -0.02 0.23
C -5.37813 -5.42209 -3.60339 -0.73 -0.58 0.27
C -6.74200 -5.63565 -3.48922 0.42 0.19 0.38
C -7.60106 -4.54828 -3.31911 -0.49 -1.80 -0.86
N -4.49836 -6.59449 -3.66842 0.61 -2.93 -0.34
O -4.96979 -7.77386 -3.76774 0.50 3.33 0.28
O -3.29092 -6.39947 -3.62485 -0.86 0.22 -0.02
H -7.85581 -2.41871 -3.50111 0.03 0.04 0.22
H -5.21042 -2.15892 -3.59319 -0.86 0.68 0.15
H -3.79675 -3.96870 -3.54788 -0.03 0.02 -0.17
H -7.13093 -6.64318 -3.48626 0.05 -0.01 0.00
H -8.62280 -4.89342 -3.26141 -0.38 0.76 0.16
C -7.90117 2.53497 0.81167 1.46 1.58 -0.16
C -8.29775 3.89856 0.65844 -0.05 -2.10 0.40
C -7.36994 4.91824 0.70335 -0.22 0.42 -0.38
C -6.00475 4.64649 0.78092 -1.27 -0.45 0.01
C -5.58868 3.33755 0.87503 0.31 -0.38 -0.03
C -6.52215 2.29204 0.88276 -0.41 0.41 -0.68
N -5.05932 5.75612 0.67846 0.80 0.45 0.77
O -5.49800 6.88982 0.62142 -0.17 -0.35 -0.20
O -3.86783 5.49318 0.73049 -0.41 -0.19 -0.22
H -8.56637 1.68495 0.84893 -0.32 0.23 -0.26
H -9.34614 4.05125 0.44874 -0.05 0.53 0.28
H -7.71564 5.93836 0.62437 0.14 0.07 -0.11
H -4.53154 3.12182 0.92327 0.07 -0.03 -0.14
H -6.16606 1.29063 0.69095 0.14 -0.20 0.69
C 3.17423 -8.81607 5.34934 0.82 -0.89 -0.80
C 3.06385 -8.05941 4.02126 -0.52 -1.42 0.00
O 2.85091 -6.75071 4.44291 -2.13 0.62 1.07
C 3.47714 -5.65908 4.20860 1.33 1.36 -0.44
O 3.23712 -4.60101 4.77537 0.49 -1.29 -0.98
O 4.44322 -5.91655 3.28895 -2.12 -0.38 1.41
C 5.21957 -4.85965 2.83309 0.41 -0.04 -0.47
H 4.23593 -9.02184 5.48553 0.01 0.11 0.59
H 2.69811 -9.79561 5.30560 -0.16 0.08 0.02
H 2.76449 -8.22421 6.16784 0.07 -0.16 -0.18
H 2.18791 -8.38257 3.45879 -0.31 0.23 0.14
H 3.87746 -8.21698 3.31321 0.38 0.37 0.46
H 4.90785 -3.90086 3.24742 0.26 -0.11 0.08
H 5.01549 -4.89600 1.76299 0.78 0.57 -0.15
H 6.19361 -5.23518 3.14662 0.58 1.12 -0.60
C 7.43640 6.97790 -6.21162 1.22 1.20 0.40
C 7.25301 5.51874 -6.25949 -0.01 -0.65 -0.97
O 6.34613 5.08913 -5.26289 -0.44 -1.42 2.26
C 6.85469 4.59507 -4.07165 -0.68 0.14 0.32
O 8.01326 4.48879 -3.78775 0.10 0.10 -0.27
O 5.82839 4.24820 -3.23564 0.32 1.39 -1.67
C 5.94354 3.87698 -1.85314 -0.60 -0.62 -0.24
H 6.55040 7.46809 -5.80814 0.08 0.03 -0.11
H 7.63014 7.32292 -7.22727 -0.05 0.28 0.07
H 8.32005 7.21657 -5.61975 -0.17 0.40 0.23
H 8.17253 4.93372 -6.24147 0.01 0.12 0.20
H 6.80205 5.39862 -7.24453 -0.53 -1.05 0.28
H 4.97557 4.15938 -1.43915 -0.05 -0.19 -0.10
H 6.66912 4.32992 -1.17750 0.60 0.20 -0.87
H 6.01500 2.78951 -1.87259 0.21 0.06 0.48
C 6.88145 3.25216 4.68701 -0.04 0.74 -0.77
C 5.55897 2.64702 5.04404 -0.02 -1.43 1.08
O 4.47173 3.37009 4.47972 1.21 0.90 -0.46
C 3.22643 3.01538 4.66611 -1.07 1.08 -0.09
O 2.84063 2.04824 5.27004 0.02 0.10 -0.14
O 2.37395 3.96038 4.17906 -1.55 -1.55 0.92
C 2.62961 5.01519 3.27889 1.73 0.42 -0.15
H 7.22028 2.82085 3.74506 0.52 0.03 0.23
H 7.58888 3.19427 5.51423 0.11 -0.55 -0.27
H 6.79451 4.32485 4.51420 -0.27 0.07 -0.04
H 5.53065 2.54992 6.12934 -0.78 0.66 0.22
H 5.49016 1.59625 4.76252 -0.02 0.02 -0.55
H 2.81470 4.61167 2.28340 0.45 0.08 0.08
H 3.44731 5.58515 3.72006 0.50 0.00 -0.66
H 1.86050 5.77528 3.14165 -0.84 -0.79 0.72
C -4.89346 3.27680 6.27486 -0.28 0.63 -0.13
C -5.19360 1.83895 5.95522 0.29 -0.14 0.72
O -3.89225 1.17450 6.11098 -0.33 0.31 -0.39
C -3.53235 0.07650 5.49705 0.52 -2.53 0.13
O -2.51115 -0.52878 5.83101 -1.70 1.04 -1.05
O -4.45971 -0.40420 4.56452 1.39 0.78 1.69
C -4.18530 -1.67379 4.00221 -0.92 -1.42 -1.39
H -5.75298 3.90113 6.51884 -0.53 -0.33 -0.55
H -4.38684 3.72377 5.41950 0.36 0.24 0.42
H -4.36775 3.34450 7.22730 0.69 -0.18 -0.36
H -5.60974 1.63675 4.96829 0.05 0.11 0.18
H -5.82086 1.46318 6.76358 -0.17 -0.46 -0.32
H -3.46204 -1.66939 3.18674 0.35 0.33 0.42
H -5.10714 -2.02936 3.54192 -0.40 0.81 -0.39
H -4.07241 -2.56594 4.61820 0.94 0.75 1.07
C -6.28797 8.48594 -4.99715 -0.32 0.91 -0.73
C -6.50891 7.17047 -4.33157 -1.37 -1.15 0.09
O -5.29810 6.64705 -4.00156 4.60 -4.55 0.31
C -4.98927 5.25200 -4.22050 -3.61 -0.26 -1.93
O -5.78924 4.42455 -4.76226 3.16 3.13 2.47
O -3.74135 5.07905 -3.84633 0.64 0.19 0.52
C -3.15141 3.84524 -3.37584 -0.13 -0.60 0.14
H -6.79429 8.51908 -5.96185 -0.69 0.34 0.29
H -5.27144 8.68342 -5.33741 0.32 -0.43 0.64
H -6.57335 9.28004 -4.30717 -0.12 0.26 -0.48
H -7.02730 6.41587 -4.92314 -0.37 0.30 -0.28
H -6.98174 7.19612 -3.34981 -0.87 0.71 -0.23
H -2.68519 3.22388 -4.14046 -0.74 0.17 -0.60
H -3.86326 3.27186 -2.78203 -0.14 0.02 -0.29
H -2.29027 4.02855 -2.73326 -0.34 0.95 0.14